Here is a molecular structure, C37H71BeBr2Cl5F3KN5O15PS2 from the OMol25 dataset. Energies are from ωB97M-V with the def2-TZVPD basis set.

Last column: Löwdin charge in e.
CARTESIAN COORDINATES (ANGSTROEM)
C 1.092 -4.744 3.672  -0.092
C 0.102 -4.174 4.743  -0.222
C -0.014 -2.642 4.560  -0.216
C -1.216 -2.186 3.721  -0.182
C -0.976 -2.325 2.173  -0.195
C -1.876 -1.346 1.401  -0.239
C -1.273 0.054 1.058  -0.245
N 0.076 0.307 1.645  0.042
C -1.520 0.615 -0.368  -0.159
C -0.783 1.976 -0.529  -0.123
C 0.757 2.088 -0.743  -0.235
C 1.259 3.457 -0.198  -0.309
C 2.763 3.284 0.143  -0.079
N -1.588 -0.270 -1.607  -0.102
N -0.403 -0.150 -2.390  0.132
C -2.654 0.413 -2.485  -0.102
C -2.526 0.453 -4.009  -0.206
C -2.219 -0.711 -4.940  -0.116
C -1.941 -1.754 -1.278  -0.222
N -2.596 -2.497 -2.347  0.132
C -2.137 -3.845 -2.743  -0.556
O -2.213 -4.898 -2.245  -0.014
F -1.566 -3.863 -3.973  0.081
C -4.059 -2.466 -2.440  -0.665
O -4.707 -1.708 -3.085  -0.042
F -4.821 -3.396 -1.866  0.043
S -0.273 -2.629 -1.050  0.758
O 0.695 -1.836 -0.300  -0.565
O 0.418 -2.936 -2.251  -0.184
F -0.338 -3.998 -0.327  -0.079
C -2.687 -1.865 0.148  -0.514
Cl -3.169 -3.619 0.504  0.673
C -4.073 -1.126 0.264  -0.196
C -5.111 -1.747 1.251  -0.197
C -6.083 -0.576 1.654  -0.164
C -6.870 0.033 0.499  -0.180
N -8.136 -0.663 0.188  -0.132
C -8.830 -1.574 0.888  -0.097
C -9.845 -1.982 0.035  -0.090
C -9.804 -1.137 -1.099  -0.095
C -8.724 -0.281 -0.974  -0.097
H 1.612 -5.635 4.038  0.072
H 0.538 -4.980 2.755  0.070
H 1.853 -3.978 3.486  0.043
H -0.864 -4.688 4.739  0.111
H 0.570 -4.383 5.715  0.100
H 0.916 -2.176 4.199  0.100
H -0.166 -2.220 5.568  0.110
H -2.069 -2.855 3.928  0.122
H -1.575 -1.182 3.987  0.091
H -1.089 -3.390 1.972  0.075
H 0.103 -2.130 2.080  0.084
H -2.654 -1.143 2.148  0.120
H -1.830 0.762 1.698  0.127
H 0.090 -0.006 2.616  0.078
H 0.190 1.309 1.795  0.075
H -2.556 0.962 -0.280  0.132
H -1.241 2.633 -1.284  0.096
H -0.998 2.496 0.417  0.116
H 1.368 1.260 -0.395  0.038
H 0.940 2.154 -1.831  0.094
H 0.656 3.809 0.646  0.108
H 1.211 4.184 -1.059  -0.150
H 2.853 2.733 1.090  0.078
H 3.320 4.224 0.164  0.078
H 3.204 2.650 -0.640  0.076
H -0.257 0.772 -2.778  0.106
H -0.348 -0.802 -3.170  0.105
H -2.693 1.493 -2.275  0.124
H -3.648 0.130 -2.121  0.110
H -3.461 0.909 -4.372  0.138
H -1.775 1.227 -4.254  0.103
H -3.087 -1.247 -5.326  -0.014
H -1.751 -0.289 -5.846  0.090
H -1.518 -1.479 -4.595  0.052
H -4.642 -0.959 -0.652  0.089
H -3.918 -0.136 0.731  0.104
H -4.665 -2.035 2.207  0.100
H -5.739 -2.510 0.785  0.117
H -6.735 -1.009 2.423  0.104
H -5.460 0.182 2.155  0.103
H -7.163 1.048 0.805  0.080
H -6.325 0.144 -0.439  0.065
H -8.601 -1.893 1.893  0.111
H -10.546 -2.773 0.264  0.091
H -10.503 -1.119 -1.926  0.093
H -8.401 0.529 -1.609  0.107
C -2.291 3.280 5.481  -0.079
C -1.185 2.631 4.673  -0.305
O -1.569 1.320 4.247  -0.101
H -2.531 2.673 6.354  0.082
H -1.999 4.276 5.814  0.080
H -3.205 3.365 4.887  0.071
H -0.283 2.528 5.273  0.116
H -0.947 3.235 3.789  0.103
H -2.363 1.412 3.709  0.071
C -6.345 4.072 0.096  -1.527
Cl -8.029 4.253 0.570  0.561
Cl -5.314 3.855 1.521  0.499
Cl -6.154 2.714 -1.015  0.576
H -6.034 4.976 -0.413  0.014
Br -4.621 -3.348 -5.032  0.079
O 6.082 -0.829 0.553  -0.283
S 6.342 -2.221 0.303  0.596
O 6.273 -2.754 -1.013  -0.232
O 5.386 -3.084 1.256  -0.231
C 3.995 -2.779 1.205  -0.307
C 3.331 -3.384 -0.028  -0.083
C 7.874 -2.678 1.035  -0.103
H 3.845 -1.699 1.250  0.017
H 3.544 -3.206 2.101  0.122
H 3.694 -2.908 -0.945  0.091
H 2.244 -3.258 0.010  0.033
H 3.560 -4.445 -0.103  0.118
H 7.896 -2.318 2.060  0.078
H 8.667 -2.211 0.453  0.086
H 7.970 -3.760 0.997  0.084
K 2.356 -0.888 0.254  0.934
Cl -3.803 -5.651 -0.705  -0.029
Be 0.350 5.132 -2.264  0.382
C 10.294 5.480 -1.743  -0.097
O 9.068 5.879 -1.097  -0.236
P 7.726 4.945 -1.434  0.587
O 7.372 5.512 -2.768  -0.286
O 6.881 5.594 -0.236  -0.255
C 6.737 7.012 -0.178  -0.097
O 6.674 3.623 -1.420  -0.207
C 6.959 2.508 -2.232  -0.226
H 11.093 6.117 -1.372  0.089
H 10.533 4.444 -1.503  0.083
H 10.209 5.600 -2.823  0.089
H 6.769 7.461 -1.170  0.089
H 7.525 7.437 0.445  0.087
H 5.774 7.231 0.279  0.088
H 7.982 2.180 -2.083  0.085
H 6.776 2.752 -3.363  -0.231
H 6.282 1.704 -1.944  0.115
C 7.169 -2.360 -4.760  -0.809
O 7.572 -3.425 -4.243  0.008
O 6.844 -1.386 -3.805  0.008
O 7.025 -2.057 -5.944  0.052
H 7.070 -1.966 -3.056  0.046
Br 7.644 3.089 -4.674  0.528

Summary:
frontier orbital gap = 1.1 eV
LUMO level = -5.170 eV
largest force on an atom = 7.26 eV/A

***

Here is 4 unconnected molecules or ions with the total composition C37H72BClN3O11P from the OMol25 dataset. Energies are from ωB97M-V with the def2-TZVPD basis set.

Last column: Löwdin charge in e.
CARTESIAN COORDINATES (ANGSTROEM)
C 6.883 -4.131 2.946  -0.143
C 8.011 -3.119 2.619  -0.401
P 7.661 -1.327 2.588  1.091
C 7.022 -0.869 4.256  -0.391
C 6.742 -2.006 5.249  -0.135
C 6.214 -1.109 1.372  -0.446
C 4.991 -1.130 2.179  -0.259
N 4.046 -1.046 2.836  0.230
C 6.146 -2.248 0.319  -0.138
C 4.765 -2.586 -0.279  -0.189
C 4.138 -3.841 0.328  -0.178
C 2.797 -4.215 -0.301  -0.136
N 1.646 -3.613 0.343  -0.108
C 0.404 -4.194 0.438  -0.108
C -0.419 -3.356 1.124  -0.097
C 0.334 -2.207 1.469  -0.083
C 1.583 -2.404 0.950  -0.129
C 6.362 0.307 0.725  -0.284
C 5.289 0.489 -0.259  -0.175
N 4.453 0.524 -1.047  0.230
C 6.262 1.474 1.762  -0.126
C 7.581 2.086 2.238  -0.278
C 7.318 2.896 3.499  -0.611
Cl 8.810 3.620 4.128  0.566
B 7.707 0.514 -0.159  -0.636
O 8.709 -0.415 -0.288  0.161
O 7.813 1.736 -0.801  0.170
H 7.049 -4.606 3.907  0.066
H 5.905 -3.656 2.940  0.051
H 6.865 -4.926 2.201  0.069
H 8.481 -3.342 1.665  0.069
H 8.805 -3.206 3.361  0.072
H 7.787 -0.215 4.671  0.066
H 6.115 -0.274 4.169  0.052
H 5.736 -2.394 5.116  0.071
H 7.468 -2.809 5.182  0.048
H 6.789 -1.607 6.262  0.073
H 6.508 -3.164 0.774  0.073
H 6.839 -2.037 -0.488  0.109
H 4.066 -1.758 -0.233  0.070
H 4.906 -2.789 -1.342  0.119
H 4.822 -4.670 0.138  0.114
H 4.009 -3.727 1.405  0.110
H 2.804 -3.983 -1.370  0.126
H 2.664 -5.292 -0.208  0.120
H 0.194 -5.159 0.015  0.106
H -1.458 -3.516 1.359  0.087
H 0.025 -1.340 2.022  0.096
H 2.389 -1.701 1.052  0.076
H 5.689 2.274 1.296  0.133
H 5.678 1.154 2.625  0.101
H 8.325 1.329 2.483  0.080
H 7.983 2.765 1.490  0.110
H 6.926 2.250 4.283  0.062
H 6.577 3.672 3.328  0.082
H 8.682 -0.925 -1.100  0.116
H 7.242 1.800 -1.573  0.118
C -3.677 4.002 1.540  -0.112
O -2.739 3.595 0.572  -0.192
C -2.494 4.602 -0.395  -0.204
C -1.180 4.362 -1.101  -0.180
O -0.042 4.761 -0.355  -0.125
C 0.382 3.889 0.682  -0.184
C 1.122 2.666 0.191  -0.214
O 0.219 1.688 -0.283  -0.196
C 0.868 0.727 -1.089  -0.114
H -4.647 4.244 1.087  0.080
H -3.811 3.174 2.234  0.089
H -3.319 4.877 2.095  0.090
H -2.475 5.590 0.082  0.133
H -3.306 4.579 -1.130  0.089
H -1.168 4.993 -1.993  0.128
H -1.101 3.321 -1.421  0.125
H -0.453 3.599 1.324  0.123
H 1.080 4.480 1.278  0.126
H 1.706 2.244 1.024  0.127
H 1.817 2.960 -0.606  0.127
H 1.309 1.196 -1.976  0.087
H 0.125 0.000 -1.412  0.089
H 1.645 0.207 -0.521  0.056
C -7.065 -7.668 1.882  -0.116
O -6.703 -6.582 1.063  -0.196
C -6.297 -5.453 1.816  -0.209
C -5.499 -4.494 0.965  -0.183
O -4.150 -4.884 0.765  -0.133
C -3.908 -5.916 -0.176  -0.183
C -4.024 -5.475 -1.617  -0.209
O -5.380 -5.416 -2.021  -0.196
C -5.554 -4.650 -3.189  -0.115
H -7.905 -7.413 2.539  0.087
H -7.365 -8.485 1.229  0.087
H -6.221 -7.998 2.499  0.088
H -5.687 -5.768 2.672  0.128
H -7.189 -4.935 2.195  0.128
H -5.439 -3.548 1.508  0.128
H -6.005 -4.307 0.016  0.124
H -4.538 -6.788 0.014  0.124
H -2.868 -6.207 -0.009  0.123
H -3.490 -6.194 -2.255  0.128
H -3.551 -4.491 -1.728  0.130
H -5.231 -3.613 -3.035  0.089
H -6.615 -4.656 -3.431  0.087
H -4.995 -5.073 -4.033  0.087
C -5.833 3.524 -2.130  -0.100
O -6.346 4.768 -2.555  -0.189
C -5.322 5.708 -2.831  -0.214
C -5.835 6.810 -3.728  -0.183
O -5.917 6.447 -5.097  -0.125
C -7.020 5.646 -5.485  -0.185
C -8.319 6.407 -5.610  -0.211
O -8.905 6.621 -4.339  -0.196
C -9.879 7.637 -4.365  -0.115
H -5.250 3.623 -1.209  0.065
H -6.679 2.866 -1.940  0.091
H -5.204 3.077 -2.908  0.096
H -4.472 5.213 -3.319  0.127
H -4.980 6.147 -1.883  0.124
H -5.107 7.624 -3.695  0.128
H -6.789 7.193 -3.359  0.124
H -7.142 4.786 -4.821  0.124
H -6.762 5.274 -6.478  0.127
H -9.014 5.827 -6.234  0.128
H -8.126 7.368 -6.104  0.129
H -9.443 8.596 -4.668  0.088
H -10.278 7.734 -3.357  0.087
H -10.700 7.388 -5.048  0.088

Summary:
SMILES = CCP(CC)[C@](C#N)(CCCCn1cccc1)[C@@](C#N)(CCCCl)B(O)O.COCCOCCOC.COCCOCCOC.COCCOCCOC
frontier orbital gap = 7.8 eV
energy above the lowest of the compared OMol25 structures with the same formula, charge and spin = 0.0 kcal/mol
LUMO level = -0.007 eV
largest force on an atom = 1.28 eV/A